{
  "formula": "C6H14O",
  "method": "ωB97M-V with the def2-TZVPD basis set",
  "relative_energy_ev": 2.443,
  "homo_ev": [0.2, -0.8],
  "s_squared": 0.758,
  "total_charge": -1,
  "gap_ev": [3.10, 4.00],
  "multiplicity": 2,
  "elements": ["C", "C", "C", "C", "C", "C", "H", "H", "H", "H", "H", "H", "H", "H", "H", "H", "H", "H", "H", "H", "O"],
  "coordinates": [[1.59275, -1.51488, 2.42206], [1.21080, -0.07429, 2.16922], [1.35425, 0.31160, 0.63259], [0.16198, -0.32788, -0.04450], [-0.38828, 0.09724, -1.26724], [-0.23506, -0.60803, -2.61898], [0.97408, -2.20370, 1.86496], [1.55892, -1.72006, 3.50908], [2.66748, -1.70077, 2.23322], [1.75280, 0.76220, 2.66062], [0.15918, 0.04742, 2.45731], [2.33658, -0.01454, 0.22462], [1.34445, 1.36204, 0.33840], [-0.18692, -1.23910, 0.41136], [-0.81684, 1.10370, -1.24122], [-0.22177, 0.19376, -3.36283], [-0.86806, -1.49718, -2.79361], [0.78997, -0.99869, -2.83525], [-4.06832, 3.29867, -1.83444], [-4.97272, 2.20380, -1.66292], [-4.14529, 2.51867, -1.26245]],
  "forces_ev_per_a": [[1.59, 0.38, 1.49], [0.41, 2.01, -1.48], [-1.72, -1.08, 0.59], [0.39, -0.11, -0.52], [0.20, 0.01, -0.20], [0.80, 0.20, 0.55], [-0.06, -0.10, -0.06], [-0.51, -0.18, -0.29], [-0.42, 0.05, -0.53], [0.24, -1.07, 0.69], [0.13, 0.12, -0.28], [-0.07, -0.35, 0.34], [-0.13, 0.54, 0.68], [0.28, -0.95, -0.03], [0.47, 0.33, -0.80], [-1.08, -0.23, -0.54], [-0.34, 0.46, -0.42], [-0.16, -0.05, 0.78], [0.74, 0.05, 0.43], [0.22, -0.61, 0.56], [-0.99, 0.58, -0.97]]
}

---

{
  "formula": "C6H14O",
  "method": "ωB97M-V with the def2-TZVPD basis set",
  "relative_energy_ev": 0.961,
  "homo_ev": [1.0, -6.0],
  "s_squared": 0.750,
  "total_charge": -1,
  "gap_ev": [2.63, 9.56],
  "multiplicity": 2,
  "elements": ["C", "C", "C", "C", "C", "C", "H", "H", "H", "H", "H", "H", "H", "H", "H", "H", "H", "H", "H", "H", "O"],
  "coordinates": [[1.13077, -1.33773, 0.53125], [1.17095, -0.91572, -0.93870], [-0.23087, -0.90550, -1.52772], [-1.21885, 0.08506, -0.94678], [0.09153, 2.14336, -1.42853], [-0.64254, 1.44631, -0.55687], [2.17531, -1.49991, 0.81782], [0.82762, -0.51824, 1.18361], [0.64361, -2.30432, 0.68044], [1.76857, -1.65979, -1.44023], [1.73313, 0.00183, -1.09713], [-0.13424, -0.74125, -2.61030], [-0.61748, -1.91812, -1.46307], [-2.02504, 0.34772, -1.65263], [-1.69443, -0.26087, -0.03656], [-0.08242, 1.79536, -2.43428], [0.95763, 2.75661, -1.24014], [-0.96099, 1.72530, 0.45043], [-0.23212, 0.64877, 4.81626], [-1.45926, 0.46594, 3.98165], [-1.20088, 0.64518, 4.91148]],
  "forces_ev_per_a": [[1.66, 0.52, -0.21], [-0.42, -0.56, 0.63], [0.50, 0.16, -1.17], [-0.85, 1.69, 0.04], [-0.24, -0.96, 0.20], [-0.26, -0.27, 0.17], [0.06, -0.12, 0.23], [-0.71, -0.37, 0.16], [-0.44, 0.39, 0.12], [0.09, -0.50, -0.55], [-0.30, 0.30, 0.22], [-0.08, 0.18, 0.05], [-0.27, -0.22, 0.23], [0.02, -0.63, -0.04], [-0.11, -0.52, 0.14], [0.83, -0.20, -0.54], [-0.58, 0.97, 0.23], [1.13, 0.12, 0.09], [-0.04, 0.03, 0.09], [-0.08, 0.06, 0.21], [0.11, -0.07, -0.31]]
}

---

{
  "formula": "C6H14O",
  "method": "ωB97M-V with the def2-TZVPD basis set",
  "smiles": "CCCOCCC",
  "relative_energy_ev": 1.038,
  "homo_ev": -9.7,
  "gap_ev": 10.87,
  "elements": ["C", "C", "C", "O", "C", "C", "C", "H", "H", "H", "H", "H", "H", "H", "H", "H", "H", "H", "H", "H", "H"],
  "coordinates": [[-3.70049, 0.23546, 0.27975], [-2.39690, -0.46762, -0.16189], [-1.10250, 0.36685, -0.18044], [-0.00493, -0.42233, 0.20298], [1.18698, 0.26951, -0.07448], [2.33689, -0.71281, -0.14577], [3.68671, -0.01079, -0.24142], [-3.68286, 1.28891, -0.01866], [-4.54532, -0.23313, -0.23830], [-3.94076, 0.20594, 1.35333], [-2.28740, -1.45464, 0.31184], [-2.46045, -0.64614, -1.22357], [-1.14986, 1.31198, 0.38585], [-0.95718, 0.63879, -1.23740], [1.35656, 1.03562, 0.70107], [1.07870, 0.80220, -1.03646], [2.17883, -1.36903, -1.01030], [2.29531, -1.34693, 0.74611], [3.87172, 0.60444, 0.64652], [3.73716, 0.64582, -1.11829], [4.50079, -0.73662, -0.32186]],
  "forces_ev_per_a": [[0.12, -0.02, -0.15], [-0.16, 0.22, -0.03], [-0.48, -0.12, 0.07], [-0.11, 0.07, -0.01], [0.32, 0.14, -0.05], [-0.01, -0.05, 0.05], [0.07, 0.03, 0.00], [-0.04, -0.09, 0.00], [0.10, 0.11, 0.12], [0.45, -0.09, -0.26], [0.25, 0.50, 0.08], [-0.75, -0.66, -0.33], [-0.06, -0.25, 0.20], [0.10, 0.33, 0.19], [0.08, -0.09, -0.08], [0.15, -0.08, 0.15], [0.04, 0.07, 0.13], [0.05, 0.05, -0.08], [-0.01, -0.08, -0.12], [-0.02, -0.10, 0.12], [-0.08, 0.10, 0.01]]
}

---

{
  "formula": "C6H14O",
  "method": "ωB97M-V with the def2-TZVPD basis set",
  "smiles": "CC(C)CC=O.C",
  "relative_energy_ev": 0.616,
  "homo_ev": -9.8,
  "gap_ev": 10.71,
  "elements": ["C", "C", "C", "C", "C", "C", "O", "H", "H", "H", "H", "H", "H", "H", "H", "H", "H", "H", "H", "H", "H"],
  "coordinates": [[-1.99180, -0.64272, -1.14897], [-1.45145, -0.44772, 0.27012], [-2.30911, 0.54376, 1.05263], [0.02119, 0.00522, 0.24871], [0.88254, -1.04674, -0.41067], [3.51495, 0.80006, 0.08532], [1.22416, -2.06334, 0.14783], [-3.03915, -0.96233, -1.13016], [-1.42762, -1.40338, -1.70129], [-1.93948, 0.29464, -1.71769], [-1.47486, -1.41583, 0.78789], [-3.35004, 0.20491, 1.09857], [-2.29886, 1.53031, 0.57271], [-1.94709, 0.66412, 2.07968], [0.38071, 0.14562, 1.27495], [0.11209, 0.96092, -0.28503], [1.16905, -0.86436, -1.46934], [3.32387, 1.41264, 0.96944], [2.86251, 1.12788, -0.72949], [4.55660, 0.91433, -0.22164], [3.31868, -0.24869, 0.31693]],
  "forces_ev_per_a": [[-0.02, -0.02, -0.06], [-0.03, -0.07, 0.01], [-0.02, 0.04, 0.03], [0.04, 0.03, 0.04], [0.01, -0.26, 0.16], [0.00, 0.02, -0.01], [-0.13, 0.41, -0.26], [0.14, 0.05, 0.02], [-0.08, 0.11, 0.08], [0.00, -0.11, 0.09], [-0.01, 0.12, -0.07], [0.14, 0.05, -0.01], [0.00, -0.12, 0.05], [-0.04, -0.02, -0.15], [-0.06, -0.05, -0.13], [-0.02, -0.15, 0.05], [-0.01, -0.07, 0.13], [0.03, -0.08, -0.12], [0.11, -0.05, 0.12], [-0.13, 0.00, 0.05], [0.06, 0.16, -0.02]]
}

---

{
  "formula": "C6H14O",
  "method": "ωB97M-V with the def2-TZVPD basis set",
  "smiles": "C/C=C\\[C@@H](C)O.C",
  "relative_energy_ev": 1.151,
  "homo_ev": -9.5,
  "gap_ev": 10.41,
  "elements": ["C", "C", "C", "C", "C", "C", "O", "H", "H", "H", "H", "H", "H", "H", "H", "H", "H", "H", "H", "H", "H"],
  "coordinates": [[-0.10869, 1.94047, -0.91527], [-1.12744, 1.00397, -0.31472], [0.76898, 1.21915, 2.62312], [-1.10935, -0.32528, -0.40811], [-0.05991, -1.12675, -1.12620], [0.35770, -2.35824, -0.32118], [-0.63398, -1.50966, -2.37410], [-0.42045, 2.98356, -0.80735], [0.03336, 1.74105, -1.98418], [0.86780, 1.84075, -0.42407], [-1.93988, 1.46573, 0.24439], [0.40271, 2.24691, 2.55355], [1.82996, 1.19058, 2.36136], [0.63699, 0.85094, 3.64375], [-1.91117, -0.90677, 0.04335], [0.20036, 0.59598, 1.92786], [0.82091, -0.48823, -1.30112], [-0.51488, -2.99161, -0.13019], [0.80507, -2.09226, 0.64384], [1.09178, -2.95602, -0.87527], [0.00964, -2.05266, -2.84766]],
  "forces_ev_per_a": [[0.07, 0.03, -0.04], [-0.02, -0.25, -0.03], [-0.02, -0.03, -0.01], [-0.04, 0.25, 0.03], [0.13, 0.12, 0.29], [0.00, -0.06, 0.01], [0.13, -0.15, -0.24], [0.03, -0.18, -0.02], [-0.01, 0.03, 0.20], [-0.15, 0.02, -0.07], [0.08, -0.09, -0.08], [0.08, -0.13, 0.04], [-0.14, 0.02, 0.04], [0.02, 0.07, -0.15], [0.05, 0.07, -0.02], [0.13, 0.09, 0.17], [-0.13, -0.14, 0.00], [0.08, 0.09, -0.04], [-0.08, 0.07, -0.19], [-0.08, 0.11, 0.05], [-0.12, 0.06, 0.07]]
}

---

{
  "formula": "C6H14O",
  "method": "ωB97M-V with the def2-TZVPD basis set",
  "smiles": "CC(C)C[C@@H](C)O",
  "relative_energy_ev": 2.298,
  "homo_ev": -9.6,
  "gap_ev": 10.54,
  "elements": ["C", "C", "C", "C", "C", "C", "O", "H", "H", "H", "H", "H", "H", "H", "H", "H", "H", "H", "H", "H", "H"],
  "coordinates": [[1.93027, -0.62438, 0.07986], [1.03128, 0.30492, 0.85526], [0.56316, -0.56205, 2.28628], [-0.24333, 0.77754, 0.12270], [-0.80386, 0.05871, -1.10584], [-2.16262, 0.63761, -1.50654], [0.08251, 0.09971, -2.22837], [2.70096, -0.97786, 0.76506], [2.38160, -0.15213, -0.79729], [1.35225, -1.48422, -0.27976], [1.53798, 1.19148, 1.24209], [1.43167, -0.54568, 2.94673], [0.30622, -1.62745, 2.10237], [-0.28782, -0.18484, 2.91389], [-0.44972, 1.86165, 0.12842], [-0.57709, 0.29406, 1.05589], [-0.94445, -0.99176, -0.81022], [-2.05177, 1.67728, -1.83582], [-2.86656, 0.60939, -0.66885], [-2.60570, 0.07295, -2.33825], [-0.32498, -0.43493, -2.92761]],
  "forces_ev_per_a": [[0.22, -0.09, 0.08], [0.40, -0.97, 1.58], [0.83, 0.48, -0.76], [-0.48, -0.62, 1.04], [-0.15, -0.15, 0.48], [-0.02, 0.01, 0.05], [0.01, -0.02, -0.02], [0.20, -0.18, -0.24], [-0.05, 0.03, 0.19], [0.18, 0.10, 0.09], [0.24, -0.22, -0.06], [0.07, -0.15, 0.00], [0.30, 0.60, -0.38], [0.63, 0.31, -0.94], [0.44, -0.49, -0.04], [-3.27, 1.16, -1.35], [-0.02, 0.01, -0.13], [0.04, -0.15, 0.10], [0.10, 0.00, -0.08], [0.12, 0.05, 0.16], [0.21, 0.26, 0.23]]
}

---

{
  "formula": "C6H14O",
  "method": "ωB97M-V with the def2-TZVPD basis set",
  "smiles": "C=CCCCC.O",
  "relative_energy_ev": 3.151,
  "homo_ev": -9.6,
  "gap_ev": 10.59,
  "elements": ["C", "C", "C", "C", "C", "C", "H", "H", "H", "H", "H", "H", "H", "H", "H", "H", "H", "H", "H", "H", "O"],
  "coordinates": [[2.06550, -0.02071, 1.98713], [1.31815, -0.64683, 0.68003], [-0.15318, -1.12424, 0.74587], [-0.76307, -1.40712, -0.68100], [-1.01222, 0.45919, -2.14672], [-1.54709, -0.43532, -1.28097], [2.98878, 0.44353, 1.49890], [2.17576, -0.82513, 2.67310], [1.54674, 0.96043, 2.47987], [1.57268, -0.29592, -0.26816], [2.04579, -1.45629, 0.57415], [-0.73337, -0.45636, 1.51856], [-0.10128, -2.10471, 1.38059], [-1.30081, -2.34184, -0.69799], [0.16767, -1.71170, -1.32838], [0.07424, 0.43289, -2.49513], [-1.73254, 1.07453, -2.78598], [-2.57067, -0.40584, -1.04447], [-0.59556, 2.97509, -0.11084], [-2.11232, 3.23337, -0.53562], [-1.33320, 3.65295, -0.16294]],
  "forces_ev_per_a": [[-1.74, 3.85, -2.72], [0.90, -0.92, 2.47], [0.10, -1.03, 2.83], [4.37, -3.60, 1.74], [-1.05, -0.17, -1.39], [0.72, 3.98, -2.82], [-0.69, -1.10, 1.28], [0.53, -0.22, 0.74], [0.85, -2.59, -1.02], [-0.07, 2.33, -1.39], [-0.66, -1.20, 0.16], [0.64, -0.78, -2.06], [-0.33, 1.36, -1.33], [-0.39, -0.46, 0.52], [-1.52, 0.88, 0.95], [-1.63, -0.02, 0.72], [1.28, -0.45, 1.17], [-1.30, 0.19, 0.16], [-1.69, 1.03, -0.28], [0.22, -0.36, -0.04], [1.48, -0.72, 0.30]]
}

---

{
  "formula": "C6H14O",
  "method": "ωB97M-V with the def2-TZVPD basis set",
  "relative_energy_ev": 3.404,
  "homo_ev": -8.0,
  "gap_ev": 8.85,
  "elements": ["C", "C", "C", "C", "C", "C", "O", "H", "H", "H", "H", "H", "H", "H", "H", "H", "H", "H", "H", "H", "H"],
  "coordinates": [[0.42992, -0.03872, 0.26275], [-2.04621, 0.44913, -0.36209], [-0.25990, 0.16800, -0.97424], [0.16554, -1.32114, 1.00370], [2.13928, -0.19645, -0.69680], [0.59186, 1.16336, 1.16704], [-2.96671, -0.50062, -0.84277], [-2.91063, -0.52728, -1.80498], [-2.23485, 0.50837, 0.70851], [-2.23651, 1.44488, -0.78001], [-0.05417, 1.09891, -1.49477], [-0.33000, -0.69645, -1.62623], [-0.23995, 1.23707, 1.86774], [0.90500, -2.09626, 0.80497], [-0.78363, -1.81956, 0.79997], [0.15908, -1.21933, 2.08906], [2.22871, 0.04519, -1.75311], [2.88305, 0.40874, -0.18432], [2.39788, -1.24322, -0.55492], [0.66650, 2.09288, 0.60559], [1.49573, 1.04250, 1.76491]],
  "forces_ev_per_a": [[5.06, -0.07, -1.56], [1.96, 0.20, -2.08], [-6.04, 0.84, 1.13], [0.00, -1.06, 0.46], [-1.08, -0.34, 2.42], [0.08, -0.17, 0.01], [0.06, -0.21, -0.24], [-0.03, 0.01, 0.17], [0.74, -0.23, 0.09], [-0.21, -0.02, 0.07], [0.23, -0.15, 0.00], [0.04, -0.03, -0.05], [-0.16, 0.05, -0.01], [0.18, 0.10, -0.13], [-0.24, 0.42, -0.44], [0.19, 0.40, 0.05], [-0.86, 0.15, -0.09], [0.00, 0.08, 0.27], [0.06, -0.08, -0.06], [0.02, 0.03, -0.04], [-0.01, 0.07, 0.05]]
}

---

{
  "formula": "C6H14O",
  "method": "ωB97M-V with the def2-TZVPD basis set",
  "smiles": "C/C=C(\\C)CC.O",
  "relative_energy_ev": 1.009,
  "homo_ev": -8.9,
  "gap_ev": 9.64,
  "elements": ["C", "C", "C", "C", "C", "C", "H", "H", "H", "H", "H", "H", "H", "H", "H", "H", "H", "H", "H", "H", "O"],
  "coordinates": [[0.62956, 0.21727, 1.89290], [1.72282, 0.49367, 0.88498], [1.37211, 0.06678, -0.54798], [1.08739, -1.19556, -0.81712], [0.62488, -1.70655, -2.15187], [1.23085, 1.22268, -1.49416], [0.99269, 0.24873, 2.91572], [-0.15227, 0.97999, 1.82941], [0.12490, -0.72137, 1.66310], [2.63845, -0.04519, 1.13549], [1.99367, 1.54855, 0.90058], [1.06008, -1.91496, -0.00646], [-0.40051, -1.42398, -2.39087], [0.64778, -2.79737, -2.17128], [1.26777, -1.42659, -2.98604], [1.02274, 0.98841, -2.52747], [0.42718, 1.88522, -1.17210], [2.15928, 1.80096, -1.42470], [-5.79094, 1.28241, 1.98854], [-6.15078, -0.15154, 2.43624], [-6.50764, 0.64844, 2.04309]],
  "forces_ev_per_a": [[-0.65, 0.30, -0.09], [0.54, -0.41, -0.73], [-0.55, 0.72, 0.77], [-0.40, -0.08, -0.45], [0.17, -0.65, -0.22], [0.53, 0.12, 0.17], [0.07, -0.23, 0.12], [0.03, 0.04, -0.07], [0.21, -0.13, 0.33], [0.00, -0.04, 0.28], [-0.02, 0.09, -0.03], [0.30, -0.04, 0.06], [-0.04, 0.16, 0.01], [-0.08, -0.04, 0.14], [0.00, 0.36, 0.04], [0.11, -0.34, -0.26], [-0.06, 0.04, 0.23], [-0.15, 0.13, -0.29], [0.19, -0.04, 0.06], [0.16, 0.06, 0.02], [-0.34, -0.02, -0.08]]
}

---

{
  "formula": "C6H14O",
  "method": "ωB97M-V with the def2-TZVPD basis set",
  "relative_energy_ev": 4.401,
  "homo_ev": [-7.3, -7.3],
  "gap_ev": [8.10, 8.11],
  "elements": ["C", "O", "C", "C", "C", "C", "C", "H", "H", "H", "H", "H", "H", "H", "H", "H", "H", "H", "H", "H", "H"],
  "coordinates": [[-1.74259, 1.58051, -1.70841], [-0.68543, 1.05040, -1.11936], [-0.72970, 0.27676, -0.07892], [0.56157, -0.29248, 0.44570], [0.23626, -1.62110, 1.14134], [1.55101, -0.52973, -0.69936], [1.17543, 0.68039, 1.47171], [-2.35369, -0.29681, -1.76831], [-1.48234, 2.20410, -2.55448], [-2.59417, 1.81889, -1.07549], [-2.04877, -0.80467, -1.24111], [-1.59859, 0.37120, 0.57535], [-0.50795, -1.48023, 1.93478], [1.13725, -2.04464, 1.60050], [-0.16399, -2.34681, 0.42543], [1.81037, 0.40845, -1.20029], [1.12385, -1.20562, -1.44797], [2.47413, -0.97760, -0.31349], [1.40332, 1.64570, 1.00620], [2.10594, 0.27222, 1.88536], [0.48681, 0.85893, 2.30622]],
  "forces_ev_per_a": [[-0.08, 0.21, 0.04], [0.08, -0.16, 0.11], [-0.05, 0.10, 0.05], [0.01, -0.03, -0.02], [-0.02, -0.07, 0.04], [0.03, 0.01, -0.06], [0.01, 0.07, 0.06], [0.03, -0.03, 0.02], [-0.07, -0.13, 0.12], [0.10, -0.06, -0.13], [0.00, 0.06, -0.02], [0.13, -0.04, -0.11], [0.10, -0.01, -0.11], [-0.12, 0.08, -0.08], [0.06, 0.10, 0.10], [-0.03, -0.13, 0.08], [0.05, 0.08, 0.10], [-0.15, 0.07, -0.03], [-0.03, -0.13, 0.05], [-0.13, 0.03, -0.08], [0.08, -0.03, -0.12]]
}